# 1
{
  "formula": "C8H16N3O4",
  "method": "ωB97M-V/def2-TZVPD",
  "gap_ha": 0.3172,
  "total_energy_ev": -21204.65969,
  "largest_force_ev_per_a": 3.330,
  "charge": 1,
  "de_lowest_kj_mol": 180.5,
  "symbols": ["O", "O", "O", "O", "N", "N", "N", "C", "C", "C", "C", "C", "C", "C", "C", "H", "H", "H", "H", "H", "H", "H", "H", "H", "H", "H", "H", "H", "H", "H", "H"],
  "positions_angstrom": [[1.711, -1.010, 2.711], [-1.982, 2.191, 1.753], [-1.295, -2.127, -2.934], [-3.241, 0.338, 0.210], [-1.500, -1.036, -2.043], [1.717, 0.154, -1.433], [3.120, 2.339, -1.481], [-2.019, -0.110, -0.036], [-1.942, -1.305, -0.892], [0.325, -0.487, 0.624], [0.939, -0.238, -0.487], [-0.930, 1.253, 1.828], [-2.197, -2.650, -0.244], [0.898, -1.494, 1.646], [-0.973, 0.230, 0.732], [-1.770, -3.317, -0.898], [-3.195, -2.881, -0.225], [-0.634, 0.670, 2.775], [2.807, 2.986, -0.679], [-2.216, 2.568, 2.650], [2.259, 1.044, -1.291], [4.096, 2.160, -1.342], [1.644, -0.245, -2.363], [-3.132, 1.136, 0.901], [3.087, 2.857, -2.324], [-1.173, -1.766, -3.799], [0.103, -2.017, 2.092], [1.441, -2.166, 0.994], [-1.738, -2.837, 0.740], [-0.012, 1.769, 1.546], [2.671, -1.042, 2.452]],
  "mulliken_charge": [-0.542, -0.593, -0.424, -0.689, -0.439, -0.252, -0.935, 0.822, 0.737, 0.295, 0.229, -0.524, -1.344, -1.087, 0.009, 0.509, 0.395, 0.358, 0.307, 0.364, 0.418, 0.279, 0.270, 0.446, 0.262, 0.353, 0.338, 0.562, 0.232, 0.298, 0.343]
}



# 2
{
  "formula": "C8H16N4",
  "method": "ωB97M-V/def2-TZVPD",
  "gap_ha": 0.3231,
  "total_energy_ev": -14512.19512,
  "smiles": "[H]/N=C(\\N)[C@H](C)N.C#CC(=C)CN",
  "largest_force_ev_per_a": 5.192,
  "de_lowest_kj_mol": 185.4,
  "symbols": ["N", "N", "N", "N", "C", "C", "C", "C", "C", "C", "C", "C", "H", "H", "H", "H", "H", "H", "H", "H", "H", "H", "H", "H", "H", "H", "H", "H"],
  "positions_angstrom": [[-4.343, 1.330, -0.347], [2.219, -1.402, -0.988], [2.105, 1.512, 1.131], [0.568, 0.208, -0.501], [3.952, -0.105, 0.683], [-2.969, -1.549, 2.099], [1.767, -0.233, -0.478], [-1.673, -0.935, -1.204], [-2.888, 1.106, -0.399], [-2.451, -0.309, -0.166], [-2.672, -0.984, 1.062], [2.795, 0.701, 0.112], [3.121, -1.751, -0.734], [1.294, 1.914, 0.675], [-0.097, -0.555, -0.854], [-1.256, -1.932, -1.047], [-2.359, 1.799, 0.286], [-2.538, 1.379, -1.427], [-3.352, -2.092, 2.942], [-4.822, 0.834, -1.080], [4.516, 0.519, 1.394], [3.153, 1.312, -0.764], [2.729, 2.274, 1.400], [-1.834, -0.607, -2.224], [4.636, -0.445, -0.111], [1.530, -2.081, -1.252], [3.591, -1.010, 1.219], [-4.720, 1.103, 0.573]],
  "mulliken_charge": [-0.603, -0.377, -0.746, -0.510, -1.487, 0.143, 0.283, -1.605, -0.686, 0.707, -0.588, 0.732, 0.206, 0.245, 0.231, 0.442, 0.230, 0.413, 0.445, 0.262, 0.333, 0.143, 0.251, 0.370, 0.336, 0.201, 0.380, 0.249]
}



# 3
{
  "formula": "C8H16N4",
  "method": "ωB97M-V/def2-TZVPD",
  "gap_ha": 0.3210,
  "total_energy_ev": -14513.03831,
  "smiles": "C[C@@H]1NC[C@@H]1N.C1=CCNN=C1",
  "largest_force_ev_per_a": 1.850,
  "de_lowest_kj_mol": 104.0,
  "symbols": ["N", "N", "N", "N", "C", "C", "C", "C", "C", "C", "C", "C", "H", "H", "H", "H", "H", "H", "H", "H", "H", "H", "H", "H", "H", "H", "H", "H"],
  "positions_angstrom": [[-0.401, -2.303, 3.457], [1.321, -0.951, 0.884], [1.124, 1.487, -3.339], [0.090, 1.642, -4.146], [0.439, -2.101, 0.996], [-1.497, 1.375, -2.359], [1.103, -0.581, 2.284], [-1.197, 2.065, -3.630], [0.659, -2.043, 2.523], [0.025, 0.470, 2.531], [-0.436, 1.070, -1.597], [0.878, 1.294, -2.088], [-2.529, 1.225, -2.038], [-0.627, -1.859, 0.741], [1.523, -2.660, 2.794], [-0.913, 0.183, 2.028], [-0.563, 0.715, -0.566], [-2.035, 1.896, -4.334], [1.730, 1.193, -1.423], [-0.536, -3.310, 3.516], [-1.165, 3.157, -3.421], [1.055, -0.225, 0.226], [-1.283, -1.916, 3.120], [2.062, -0.326, 2.789], [0.762, -2.995, 0.437], [0.320, 1.431, 2.130], [0.247, 1.512, -5.130], [-0.157, 0.555, 3.614]],
  "mulliken_charge": [-0.666, -0.439, -0.666, 0.071, -0.385, -0.592, 0.362, -0.492, -0.289, -1.448, 0.338, -0.413, 0.359, 0.194, 0.431, 0.320, 0.172, 0.371, 0.454, 0.251, 0.198, 0.045, 0.258, 0.254, 0.318, 0.380, 0.260, 0.354]
}



# 4
{
  "formula": "C8H16N4OPS",
  "method": "ωB97M-V/def2-TZVPD",
  "gap_ha": 0.2344,
  "total_energy_ev": -36675.65244,
  "smiles": "CCP(CC)[C@H]1CNC(NN=C=O)=[N+]1S",
  "largest_force_ev_per_a": 3.626,
  "charge": 1,
  "de_lowest_kj_mol": 229.0,
  "symbols": ["S", "P", "O", "N", "N", "N", "N", "C", "C", "C", "C", "C", "C", "C", "C", "H", "H", "H", "H", "H", "H", "H", "H", "H", "H", "H", "H", "H", "H", "H", "H"],
  "positions_angstrom": [[-1.780, 1.227, 1.786], [1.196, 0.018, 0.349], [-6.525, -0.300, 0.248], [-1.505, -0.194, 0.753], [-3.634, -1.326, 0.255], [-2.541, 0.051, -1.465], [-4.663, -1.592, -0.682], [3.365, 1.729, 1.313], [-2.642, -0.548, -0.117], [-0.554, 0.399, -0.260], [3.476, -1.640, -0.040], [-5.684, -0.910, -0.271], [2.069, -1.265, -0.715], [2.096, 1.680, 0.354], [-1.035, -0.079, -1.689], [4.113, 0.904, 1.140], [-0.934, -1.206, -1.771], [3.884, -2.623, -0.434], [-3.615, -1.715, 1.206], [3.278, -1.748, 1.080], [4.215, -0.804, -0.197], [3.914, 2.704, 1.084], [1.469, -2.239, -0.725], [2.377, 1.979, -0.707], [-3.087, 1.178, 2.236], [2.172, -0.942, -1.794], [1.348, 2.435, 0.774], [-0.627, 0.441, -2.610], [3.072, 1.801, 2.412], [-0.625, 1.530, -0.329], [-2.593, 1.056, -1.185]],
  "mulliken_charge": [-0.087, -0.097, -0.259, -0.111, 0.161, -0.420, -0.590, -0.960, 0.317, -0.257, -1.061, 0.761, -0.431, -0.467, -0.575, 0.228, 0.328, 0.348, 0.327, 0.366, 0.211, 0.337, 0.312, 0.373, 0.173, 0.378, 0.236, 0.338, 0.289, 0.473, 0.359]
}